Record 1
This record from the OMol25 dataset describes 13 unconnected molecules or ions with the total composition C3H33NO12S2. The level of theory is ωB97M-V with the def2-TZVPD basis set.

```
51
C3H33NO12S2 (ωB97M-V with the def2-TZVPD basis set)
S 1.56377 1.22456 3.93878
S 2.78333 1.03000 2.46258
C 2.47418 -0.75034 1.48233
C 1.56929 -0.65713 0.33913
C 0.09506 -1.18837 0.62673
N -0.59088 -1.10680 -0.61987
H 0.21503 1.10039 3.46657
H 3.42952 -0.90063 1.17245
H 2.28718 -1.67556 1.97778
H 1.70712 0.34474 -0.22716
H 2.18698 -1.37834 -0.36700
H 0.08947 -2.06887 1.19978
H -0.32570 -0.54215 1.41592
H -1.00959 -0.21926 -0.99567
H -0.18729 -1.70670 -1.32486
H -0.41884 -2.22972 -3.33075
H 0.58019 -1.43625 -4.03305
O 0.43922 -2.34778 -3.63108
H -3.49282 -0.70057 -0.64988
H -4.88147 -0.25569 -1.14006
O -4.06031 0.05745 -0.97121
H -2.73786 0.97988 -1.86219
H -2.51585 1.78712 -0.72107
O -1.99539 1.43082 -1.53398
H -1.17222 -0.84008 4.08666
H -0.02505 -1.68833 3.91822
O -0.95915 -1.55294 3.56242
H 1.45035 -4.40306 -2.53651
H 2.44289 -3.18512 -2.72771
O 2.29340 -4.04215 -2.29406
H -2.20038 -2.00526 -0.04038
H -2.96812 -1.64379 1.13575
O -3.19059 -1.98977 0.24377
H -1.19774 1.45356 -4.46370
H -1.35623 2.19542 -3.07505
O -0.75003 2.05345 -3.77239
H 2.70766 -3.76537 0.53972
H 1.73030 -4.03383 -0.52310
O 1.78570 -3.55558 0.32556
H -1.62535 0.29020 1.94673
H -3.18415 -0.06808 2.19523
O -2.43238 0.54615 2.41465
H 2.27904 0.81585 -4.06828
H 0.66764 0.80850 -3.70332
O 1.60986 0.38722 -3.57580
H -1.55004 4.14281 -0.78975
H -1.85694 4.41303 0.55383
O -2.06987 3.70713 -0.08675
H -0.90808 4.33634 -3.31453
H 0.35949 4.25154 -2.34391
O -0.51641 4.69061 -2.44893
```

## Properties
Spin multiplicity: 1



Record 2
This record from the OMol25 dataset describes 14 unconnected molecules or ions with the total composition C3H33NO14. The level of theory is ωB97M-V with the def2-TZVPD basis set.

```
51
C3H33NO14 (ωB97M-V with the def2-TZVPD basis set)
C 2.75656 -2.06769 0.68871
C 3.76751 -1.25221 -0.10350
C 3.85968 0.18894 0.50224
N 2.70239 0.96023 0.22230
O 4.87268 0.74203 0.96582
H 2.13166 -2.59748 -0.08031
H 3.25254 -2.88331 1.22686
H 2.08022 -1.57919 1.37954
H 3.53758 -1.60270 -1.12796
H 4.86362 -1.62393 0.06000
H 1.83095 0.48811 0.17658
H 2.76076 1.92939 0.53106
H -4.81506 -1.87785 0.92091
H -4.48124 -1.18818 2.25638
O -4.82585 -1.04630 1.31105
H -2.80421 1.56464 3.88640
H -2.14554 1.19969 2.58575
O -1.99107 1.72092 3.39708
H -0.87534 -0.91710 -4.81872
H -0.19270 -0.00370 -4.21582
O -0.55789 -0.83097 -4.00433
H 1.99474 1.80828 -2.83469
H 2.11335 2.66047 -1.54670
O 2.22483 2.76548 -2.55466
H -3.52137 2.18690 -2.93035
H -2.25613 1.28835 -2.60625
O -2.58312 2.17648 -2.70383
H -0.27436 -3.47434 -2.17931
H 0.43858 -2.36000 -2.98922
O 0.40722 -2.80522 -2.22305
H -3.53909 -0.71453 -0.51605
H -3.18823 -0.72716 -1.98548
O -3.71915 -0.32492 -1.35347
H 1.32480 -0.42913 4.39168
H 1.20676 0.14809 2.86343
O 1.14564 -0.61883 3.47157
H 0.56754 2.52725 2.12970
H 0.46208 1.87253 3.55356
O 0.87888 1.73020 2.66046
H -0.00693 -2.31570 3.34083
H -0.57049 -1.77723 1.96712
O -0.21724 -2.60440 2.46127
H -0.01936 2.70454 -4.18337
H -1.58881 2.51986 -4.29749
O -0.67283 2.29971 -4.64174
H -1.75921 2.83313 1.53739
H -1.49839 2.29536 0.25775
O -1.16265 2.26017 1.03980
H -1.70659 -3.53240 1.33379
H -3.25982 -4.07861 1.28005
O -2.70964 -3.24933 1.24305
```

## Properties
Spin multiplicity: 1



Record 3
This record from the OMol25 dataset describes 13 unconnected molecules or ions with the total composition C3H33O13. The level of theory is ωB97M-V with the def2-TZVPD basis set.

```
49
C3H33O13 (ωB97M-V with the def2-TZVPD basis set)
O 27.53051 5.58393 -28.27107
H 27.47377 6.52711 -28.44070
H 27.84992 5.30588 -27.40952
H 27.91983 5.10667 -29.00745
O 30.94987 5.08011 -35.22987
H 30.50637 4.66028 -34.48916
H 30.28015 5.35618 -35.85982
H 31.49197 4.39457 -35.62708
C 24.48593 3.69321 -33.76334
C 25.45163 2.49773 -33.74672
C 25.50778 1.79401 -35.09963
O 26.68769 2.71071 -33.13107
H 23.49920 3.46200 -34.16460
H 25.03128 4.41626 -34.36990
H 24.28750 3.99894 -32.73608
H 24.82362 1.76630 -33.23810
H 26.18937 2.21784 -35.83714
H 24.49208 1.72473 -35.48904
H 25.85216 0.76894 -34.96287
O 22.55586 10.91371 -32.25243
H 23.33899 10.73640 -32.77346
H 22.86946 11.44611 -31.52136
O 27.45943 6.45516 -38.42379
H 27.66003 7.31641 -38.79016
H 26.52119 6.48651 -38.23682
O 29.03419 -2.34987 -39.62788
H 28.83236 -2.91767 -40.37159
H 29.97166 -2.47338 -39.47911
O 28.67621 -1.20406 -28.38204
H 29.35106 -0.67849 -27.95239
H 28.25910 -0.60187 -28.99817
O 19.86471 1.76737 -39.46382
H 19.50606 1.56491 -38.59975
H 19.35596 1.22625 -40.06763
O 24.30158 -0.54202 -41.37955
H 24.56508 -0.38959 -40.47206
H 23.43074 -0.15022 -41.44564
O 22.53010 6.28653 -39.19540
H 22.36038 6.14141 -40.12619
H 22.07265 5.57112 -38.75364
O 26.01484 -5.95051 -35.17313
H 26.24412 -5.08753 -35.51800
H 26.72088 -6.15993 -34.56167
O 32.83635 0.73126 -31.88977
H 31.95756 0.97364 -32.18169
H 33.40999 0.99834 -32.60799
O 19.28039 3.08546 -30.09174
H 19.58801 3.98882 -30.01724
H 19.15199 2.95234 -31.03090
```

## Properties
Spin multiplicity: 1
Net charge: +1



Record 4
This record from the OMol25 dataset describes a molecular structure, C3H34NO16. The level of theory is ωB97M-V with the def2-TZVPD basis set.

```
54
C3H34NO16 (ωB97M-V with the def2-TZVPD basis set)
O 2.44844 1.33931 1.72927
C 1.37135 0.86925 2.04513
C 0.43993 0.27006 1.02463
N 0.13347 -1.12047 1.32553
C -0.83237 -1.27043 2.42079
O -2.13129 -0.85473 2.06048
H 1.08881 0.87584 3.10931
H 0.90074 0.34199 0.04019
H -0.46751 0.89181 0.97297
H -0.25596 -1.57648 0.50725
H -0.54940 -0.63134 3.25804
H -0.81684 -2.33437 2.67752
H -1.53267 -2.92906 -1.06677
H -0.88522 -2.71899 -2.40582
O -0.97969 -3.41643 -1.70893
H -2.31802 -0.69213 -1.00729
H -2.89157 0.42469 -2.22424
O -2.10722 0.26391 -1.69217
H 1.92337 -2.98795 -2.25606
H 0.72497 -3.62287 -1.56236
O 1.71618 -3.61871 -1.55248
H -2.63146 1.10640 -0.21933
H -2.69626 0.91169 1.31537
O -2.90088 1.55888 0.61740
H 2.40639 -2.86071 -0.10323
H 1.89985 -1.98888 1.08270
O 2.71740 -2.28710 0.63780
H 0.39894 -1.05195 -3.19449
H -1.04131 -0.62875 -2.75231
O -0.54530 -1.27697 -3.30491
H 2.39432 -0.08297 -3.41527
H 2.50916 -0.56246 -1.95617
O 2.14280 -0.80591 -2.83075
H -1.06950 1.66490 -1.83589
H 0.44049 2.15491 -1.95888
O -0.47870 2.45160 -1.81307
H 2.51288 2.81417 -1.74019
H 2.60796 1.29818 -1.50359
O 2.21042 1.97288 -2.09521
H -0.97007 2.74024 -0.78681
H -2.12017 2.37728 0.06178
O -1.48296 3.11998 -0.03913
H -0.58169 2.92514 1.28612
H 0.29573 3.67753 2.38808
O -0.09826 2.82570 2.17062
H -2.11490 0.88666 3.33731
H -1.15914 2.09202 3.36957
O -1.70969 1.51867 3.94538
H 3.17342 0.62416 0.29854
H 3.21508 -0.86623 -0.12831
O 3.35686 0.05715 -0.47456
H -2.40250 -1.25673 1.16428
H -3.41529 -1.98263 -0.43565
O -2.51265 -1.69190 -0.26096
```

## Properties
Spin multiplicity: 1
Net charge: -1



Results for E_HOMO: -8.3 -9.6 -7.7 -6.7 (in eV, following the order of the records).